A 10-piece molecular cluster, C30H55Cl5N10 overall at a distorted geometry, computed with ωB97M-V with the def2-TZVPD basis set.

⟨S²⟩ = 0.757
multiplicity = 2
E_HOMO (spin up / spin down) = -2.69 / -2.69 eV
net charge = -1
maximum force = 6.0 eV Å⁻¹
E_tot = -109505.7679 eV

Each line ends with the Mulliken spin population.
Atoms and positions in Å:
C: 6.172 -1.230 -8.051  -0.015
C: 6.479 -2.432 -7.266  -0.030
N: 5.264 -3.273 -7.071  -0.114
C: 4.479 -3.543 -5.946  0.134
C: 3.493 -4.482 -6.236  0.021
N: 3.518 -4.563 -7.667  -0.021
C: 4.607 -3.871 -8.096  0.055
C: 2.642 -5.420 -8.504  0.000
H: 5.320 -0.715 -7.606  0.001
H: 6.083 -1.596 -9.074  0.003
H: 7.123 -0.745 -7.831  -0.002
H: 6.848 -2.084 -6.301  0.140
H: 7.265 -3.062 -7.684  0.017
H: 4.752 -3.094 -5.002  -0.041
H: 2.736 -4.933 -5.611  -0.004
H: 4.983 -3.907 -9.108  0.010
H: 2.086 -6.137 -7.900  0.000
H: 3.194 -5.749 -9.385  0.001
H: 1.876 -4.723 -8.843  0.000
C: 2.728 -0.446 -4.615  -0.018
C: 2.935 -0.612 -3.129  0.010
N: 3.772 0.373 -2.362  -0.020
C: 3.495 1.747 -2.253  0.000
C: 4.347 2.262 -1.288  0.001
N: 5.200 1.232 -0.900  -0.002
C: 4.927 0.117 -1.758  0.017
C: 6.231 1.432 -0.007  0.000
H: 2.424 0.580 -4.824  0.000
H: 1.934 -1.049 -5.056  0.002
H: 3.616 -0.737 -5.175  0.009
H: 3.390 -1.580 -2.921  0.001
H: 1.981 -0.419 -2.639  -0.002
H: 2.648 2.126 -2.805  -0.001
H: 4.415 3.159 -0.691  0.000
H: 5.494 -0.793 -1.631  0.024
H: 5.827 1.555 0.998  0.000
H: 6.981 2.206 -0.172  0.000
H: 6.822 0.533 0.168  0.000
C: 6.699 1.258 -4.724  -0.020
C: 7.700 2.084 -3.783  -0.002
N: 7.206 3.257 -3.024  0.001
C: 6.281 4.190 -3.454  0.000
C: 6.250 5.162 -2.448  0.000
N: 7.257 4.857 -1.497  0.000
C: 7.841 3.680 -1.860  -0.001
C: 7.440 5.575 -0.250  0.000
H: 6.266 1.843 -5.537  -0.002
H: 5.870 0.784 -4.198  0.008
H: 7.380 0.529 -5.162  0.000
H: 8.576 2.198 -4.422  -0.003
H: 7.985 1.352 -3.027  0.007
H: 5.873 4.174 -4.453  0.000
H: 5.761 6.122 -2.507  0.000
H: 8.726 3.321 -1.356  0.000
H: 8.236 6.307 -0.381  0.000
H: 7.532 4.797 0.508  0.000
H: 6.562 6.183 -0.030  0.000
C: 8.708 -7.312 -3.011  0.016
C: 7.710 -6.549 -3.864  0.176
N: 8.343 -5.274 -4.411  0.033
C: 8.900 -5.093 -5.660  0.007
C: 9.515 -3.799 -5.762  0.026
N: 9.169 -3.175 -4.521  0.213
C: 8.488 -4.114 -3.754  0.536
C: 9.363 -1.752 -4.202  0.046
H: 9.741 -7.170 -3.329  0.001
H: 8.476 -8.374 -3.094  -0.010
H: 8.641 -7.148 -1.936  0.006
H: 6.789 -6.292 -3.341  -0.062
H: 7.335 -7.163 -4.683  -0.010
H: 8.808 -5.885 -6.388  0.001
H: 10.016 -3.087 -6.402  -0.012
H: 8.086 -3.835 -2.791  -0.119
H: 8.747 -1.191 -4.904  -0.005
H: 10.431 -1.532 -4.219  -0.004
H: 9.094 -1.548 -3.166  -0.004
C: 14.552 10.991 0.708  0.000
C: 13.084 10.623 1.137  0.000
N: 12.692 9.363 0.500  0.000
C: 13.122 8.150 1.050  0.000
C: 12.548 7.123 0.289  0.000
N: 11.885 7.763 -0.745  0.000
C: 12.051 9.076 -0.670  0.000
C: 11.136 7.178 -1.813  0.000
H: 15.252 10.163 0.819  0.000
H: 14.932 11.942 1.082  0.000
H: 14.530 10.975 -0.382  0.000
H: 12.412 11.458 0.936  0.000
H: 13.235 10.428 2.198  0.000
H: 13.714 8.055 1.948  0.000
H: 12.414 6.078 0.525  0.000
H: 11.783 9.765 -1.457  0.000
H: 11.750 6.992 -2.694  0.000
H: 10.491 7.950 -2.232  0.000
H: 10.517 6.342 -1.487  0.000
Cl: 4.002 3.023 -6.616  0.000
Cl: 3.764 5.951 0.828  0.000
Cl: 10.156 0.542 -1.416  0.000
Cl: 6.762 7.846 2.431  0.000
Cl: 5.252 6.841 -5.653  0.000

A 2-piece molecular cluster, C4H3FN2O overall at a distorted geometry, computed with ωB97M-V with the def2-TZVPD basis set.

SMILES = N#CC(=O)F.C=C=N
E_HOMO = -9.32 eV
maximum force = 4.8 eV Å⁻¹
E_tot = -11939.2087 eV
ΔE to the lowest compared entry with this formula, charge and spin = 288.4 kJ/mol

Each line ends with the natural charge from an NBO analysis.
Atoms and positions in Å:
N: -2.412 -2.497 -1.297  -0.193
C: -2.117 -1.386 -1.273  0.123
C: -1.890 0.057 -1.312  0.803
O: -0.856 0.570 -1.413  -0.430
F: -3.057 0.722 -1.150  -0.304
C: 1.456 -0.470 0.847  -0.648
C: 1.900 0.649 1.215  0.426
N: 2.248 1.712 1.737  -0.642
H: 0.423 -0.747 1.048  0.240
H: 2.102 -1.181 0.388  0.245
H: 2.204 2.570 1.209  0.379

> Among the records above, which one has the lowest maximum force?

C4H3FN2O

> The lowest E_tot belongs to which entry?

C30H55Cl5N10

> Which formula does entry 2 have?

C4H3FN2O